Formula: C28H115N7O26
Source: the OMol25 dataset
Level of theory: the ωB97M-V functional and the def2-TZVPD basis

Structure (XYZ):
```
176
Properties=species:S:1:pos:R:3
C 7.8782 -15.0832 -39.3013
C 7.9187 -15.8410 -40.7056
C 8.3894 -14.8344 -41.7673
O 7.9263 -15.2627 -43.0754
C 8.4405 -14.5795 -44.1443
N 8.7079 -17.0017 -40.5321
H 8.9142 -14.9740 -38.9806
H 7.3445 -15.6933 -38.5725
H 7.4318 -14.0888 -39.3058
H 6.9366 -16.2827 -40.8747
H 9.4734 -14.7339 -41.7140
H 7.9593 -13.8519 -41.5727
H 7.5378 -14.5110 -44.7514
H 9.1664 -15.0658 -44.7960
H 8.7264 -13.5602 -43.8846
H 9.6236 -16.5894 -40.6403
H 8.6491 -17.4289 -41.4455
C 2.8400 -13.0541 -39.1249
C 2.1105 -14.1243 -39.9283
C 1.1347 -13.4269 -40.9268
O 0.3172 -14.5394 -41.4651
C -0.3797 -14.1671 -42.6589
N 3.0874 -14.9955 -40.5255
H 3.0491 -12.2612 -39.8430
H 3.6204 -13.4174 -38.4563
H 2.0550 -12.6272 -38.5006
H 1.5350 -14.8047 -39.3006
H 1.6835 -12.8230 -41.6494
H 0.5004 -12.6536 -40.4934
H 0.1740 -13.8708 -43.5499
H -1.1961 -13.4559 -42.5329
H -0.8798 -15.1059 -42.8966
H 3.7417 -14.5297 -41.1379
H 2.6547 -15.7160 -41.0856
C 10.4003 -16.9900 -34.6938
C 11.3240 -18.2154 -34.3337
C 11.3938 -18.2869 -32.7688
O 12.2108 -19.3902 -32.3866
C 12.3103 -19.4789 -30.9764
N 10.7180 -19.4138 -34.8902
H 9.4102 -17.2138 -34.2966
H 10.2369 -16.9474 -35.7706
H 10.7623 -16.0670 -34.2408
H 12.3386 -18.1046 -34.7164
H 10.4003 -18.5128 -32.3813
H 11.8184 -17.3824 -32.3331
H 11.2670 -19.5488 -30.6687
H 12.6822 -18.5628 -30.5177
H 12.8930 -20.3482 -30.6717
H 11.1307 -20.1649 -34.3558
H 9.8158 -19.4956 -34.4436
C 13.4548 -10.9094 -35.9616
C 12.4623 -11.6595 -36.8620
C 11.3489 -12.3918 -36.0630
O 10.5022 -13.0849 -36.9278
C 9.2326 -13.4457 -36.3350
N 11.9782 -10.6204 -37.7955
H 14.2030 -10.3448 -36.5178
H 13.9876 -11.5230 -35.2352
H 12.8632 -10.2641 -35.3123
H 12.9348 -12.3776 -37.5323
H 10.8276 -11.6262 -35.4884
H 11.6847 -13.1636 -35.3705
H 9.2180 -13.3580 -35.2486
H 8.9473 -14.4680 -36.5834
H 8.4326 -12.7296 -36.5226
H 12.5731 -10.5170 -38.6051
H 11.1490 -10.8826 -38.3091
C 3.7751 -10.5388 -34.0352
C 4.5324 -11.5316 -34.9086
C 5.9333 -10.9480 -35.3456
O 5.7914 -9.7756 -36.1535
C 5.3381 -10.1037 -37.4713
N 4.7101 -12.6905 -34.0670
H 4.2824 -10.0306 -33.2152
H 2.8500 -10.9177 -33.6008
H 3.3730 -9.6955 -34.5968
H 3.8799 -11.7884 -35.7431
H 6.5777 -11.6578 -35.8642
H 6.5394 -10.7551 -34.4604
H 5.6434 -9.3107 -38.1540
H 4.2557 -10.2323 -37.4670
H 5.7996 -11.0140 -37.8539
H 5.1318 -13.4958 -34.5074
H 3.8590 -13.0811 -33.6888
C 2.1834 -14.8978 -35.3216
C 1.0578 -14.9459 -34.3110
C 1.0512 -13.7346 -33.3432
O 2.1777 -13.7090 -32.4426
C 2.0988 -12.8605 -31.3704
N -0.1211 -14.7402 -35.1356
H 3.1698 -14.9951 -34.8681
H 2.1028 -13.9708 -35.8893
H 2.1738 -15.7264 -36.0296
H 1.0137 -15.8946 -33.7761
H 0.1828 -13.9815 -32.7325
H 0.9533 -12.7825 -33.8648
H 3.1160 -12.7027 -31.0121
H 1.5197 -13.2115 -30.5162
H 1.6285 -11.9131 -31.6338
H -0.8658 -14.3827 -34.5545
H 0.0408 -14.0865 -35.8883
C 2.8127 -18.9411 -30.0584
C 2.3511 -17.4650 -29.8964
C 3.2186 -16.7055 -28.9043
O 2.8887 -17.1044 -27.5562
C 3.5932 -16.5448 -26.4778
N 2.2916 -16.8227 -31.2265
H 2.9379 -19.3921 -29.0740
H 3.6928 -18.9252 -30.7013
H 2.0356 -19.4066 -30.6645
H 1.3833 -17.4392 -29.3957
H 3.1122 -15.6294 -29.0414
H 4.2577 -16.9504 -29.1242
H 3.3986 -15.4912 -26.2774
H 4.6554 -16.6691 -26.6888
H 3.2987 -17.0659 -25.5669
H 3.2365 -16.7317 -31.5713
H 1.9979 -15.8565 -31.2067
O 7.1541 -17.8223 -36.0764
H 6.2299 -17.5746 -36.1017
H 7.1844 -18.5765 -35.4878
O 6.1824 -20.5867 -38.8422
H 5.6757 -19.9798 -39.3818
H 5.5531 -20.9234 -38.2044
O 5.9356 -13.5795 -31.5588
H 5.7787 -13.1666 -32.4080
H 5.9350 -12.8534 -30.9351
O 3.7069 -20.6646 -37.3558
H 4.2554 -20.2545 -36.6872
H 2.8334 -20.3036 -37.2043
O 6.4371 -18.5873 -32.9498
H 7.0603 -18.0660 -32.4438
H 5.5932 -18.1590 -32.8059
O 6.9418 -14.9475 -34.7511
H 7.4553 -15.6989 -35.0476
H 7.5018 -14.5127 -34.1080
O 8.4257 -14.1298 -32.6237
H 9.0210 -14.5930 -32.0343
H 7.6152 -14.0381 -32.1229
O 4.7156 -16.8498 -35.6647
H 5.0039 -16.1248 -35.1102
H 3.9143 -17.1668 -35.2480
O 5.9507 -20.5443 -35.4974
H 6.0049 -21.4974 -35.4274
H 6.5926 -20.2203 -34.8656
O -0.2906 -17.5512 -35.8247
H -0.6178 -17.8788 -34.9869
H -0.3175 -16.5985 -35.7368
O 0.7376 -18.9118 -32.6942
H -0.1655 -18.5974 -32.7387
H 1.2126 -18.2141 -32.2428
O 2.6495 -18.3538 -34.7180
H 2.3175 -18.8282 -35.4802
H 2.1390 -18.6933 -33.9829
O 4.7453 -18.9228 -40.1672
H 3.8894 -19.2896 -40.3889
H 4.5462 -18.0874 -39.7446
O 3.3610 -16.9781 -38.6417
H 3.3678 -16.2032 -39.2035
H 3.9867 -16.7758 -37.9461
O 5.4472 -16.0828 -31.9261
H 5.4378 -15.1351 -31.7919
H 6.2794 -16.3701 -31.5506
O 7.9883 -17.1518 -31.2922
H 8.0709 -17.6956 -30.5088
H 8.7578 -16.5828 -31.2716
O 8.2306 -20.0703 -34.1741
H 7.5613 -19.5523 -33.7269
H 8.4944 -20.7282 -33.5308
O 8.2367 -18.8551 -38.4535
H 7.8360 -18.5247 -37.6495
H 8.3144 -18.0851 -39.0169
O 1.5554 -18.9922 -37.2699
H 1.9800 -18.2453 -37.6919
H 0.6627 -18.6938 -37.0957
```

Frontier orbital gap: 6.679 eV
Highest occupied orbital energy: -0.26954 Eh
E_LUMO: -0.655 eV
E_tot: -3475.14362 Eh
F_max: 0.069 Eh/bohr

***

Formula: C6H11Cl
Source: the OMol25 dataset
Level of theory: the ωB97M-V functional and the def2-TZVPD basis

Structure (XYZ):
```
18
Properties=species:S:1:pos:R:3
C 2.4598 -0.0730 1.1626
C 1.3421 -0.6698 0.8359
C 0.8473 -2.0176 0.8099
C -2.0996 1.1787 -1.5160
C -0.6399 0.7698 -1.0474
C -0.4584 0.8420 0.4138
Cl -1.7243 0.0562 1.1874
H 2.4045 1.0712 1.2656
H 3.4122 -0.5152 1.3885
H 1.4754 -2.6482 1.4528
H 0.9617 -2.4694 -0.1771
H -0.2190 -1.9487 1.0072
H -2.7850 0.5342 -0.8696
H -2.1189 0.7536 -2.6232
H -2.2303 2.1981 -1.3462
H -0.5549 -0.3511 -1.1534
H 0.0232 1.5143 -1.5590
H -0.0957 1.7749 0.7682
```

Frontier orbital gap: 8.667 eV
Energy relative to the best compared isomer or geometry (same formula, charge and spin): 409.1 kJ/mol
Highest occupied orbital energy: -0.29672 Eh
E_LUMO: 0.593 eV
E_tot: -695.23549 Eh
F_max: 0.095 Eh/bohr

***

Formula: C37H35GaN10O2
Source: the OMol25 dataset
Level of theory: the ωB97M-V functional and the def2-TZVPD basis

Structure (XYZ):
```
85
Properties=species:S:1:pos:R:3
Ga 11.7106 9.0312 14.1495
C 15.6966 7.8387 15.6575
C 16.0551 8.9894 16.3065
C 15.0692 9.9378 16.6399
C 13.7657 9.7907 16.1477
N 13.4376 8.6657 15.4855
C 14.3712 7.7448 15.2614
C 12.7039 10.7967 16.2089
C 12.6505 11.8481 17.0883
C 11.5162 12.6703 17.1430
C 10.5220 12.4389 16.2473
C 10.5989 11.3853 15.3869
N 11.7126 10.6190 15.3394
C 9.5446 10.9976 14.4338
C 8.3029 11.6145 14.3682
C 7.4457 11.4154 13.3217
C 7.8726 10.5941 12.2789
C 9.0643 9.9224 12.4479
N 9.8876 10.1292 13.4950
H 16.4208 7.0506 15.4226
H 17.0814 9.0474 16.5897
H 15.3121 10.8428 17.2161
H 13.9536 6.8610 14.8284
H 13.4190 12.0413 17.8385
H 11.4977 13.5155 17.8054
H 9.7121 13.1090 16.2974
H 8.0071 12.3038 15.1228
H 6.4795 11.9389 13.3652
H 7.2596 10.4175 11.4209
H 9.4998 9.3000 11.6218
C 7.9755 8.5040 5.1939
O 8.7687 9.0991 6.1858
C 9.8591 8.3918 6.5700
C 10.7777 9.0905 7.2986
C 11.9397 8.5031 7.6984
C 12.2324 7.1754 7.4156
C 11.2928 6.4953 6.6171
C 10.0861 7.0240 6.2498
N 13.4263 6.4290 7.6837
N 14.2195 6.7209 8.6051
C 13.8308 7.5742 9.6727
C 14.6631 8.5701 10.0598
C 14.4800 9.3170 11.1840
C 13.4100 9.1093 12.0341
O 13.0283 9.8815 13.0554
C 12.5820 7.9497 11.7388
N 11.7616 7.5824 12.7675
C 10.9815 6.5143 12.5919
C 11.0342 5.7231 11.4474
C 11.9530 6.0208 10.4667
C 12.7507 7.1995 10.5620
H 7.3102 9.2820 4.8104
H 7.3256 7.6702 5.6338
H 8.5444 8.1554 4.3149
H 10.6268 10.1804 7.5931
H 12.6603 9.0958 8.2511
H 11.5883 5.4537 6.2731
H 9.3585 6.4874 5.6745
H 15.6028 8.6969 9.5184
H 15.2602 10.0079 11.5408
H 10.3103 6.1977 13.3581
H 10.3748 4.8324 11.3382
H 11.9519 5.3607 9.6206
C 11.2353 6.4313 15.8179
N 10.4945 5.5716 16.7638
C 10.5134 6.2532 18.0952
N 9.7797 7.5280 17.9706
C 10.4442 8.3876 17.0214
N 10.5818 7.7510 15.6014
C 9.1752 7.4643 15.1658
N 8.4048 6.6808 16.1724
C 9.1353 5.4011 16.3061
C 8.4418 7.3339 17.5027
H 11.2376 5.8931 14.8633
H 12.1862 6.5394 16.2546
H 11.5257 6.4561 18.4375
H 9.9197 5.5779 18.7339
H 11.4339 8.5773 17.4323
H 9.8134 9.2721 16.8819
H 9.2063 6.8804 14.2286
H 8.5661 8.4182 15.1274
H 9.2378 4.9442 15.3371
H 8.5711 4.7477 17.0022
H 7.8498 6.6626 18.2103
H 7.8955 8.2987 17.6020
```

Frontier orbital gap: 5.375 eV
Energy relative to the best compared isomer or geometry (same formula, charge and spin): 70.3 kJ/mol
Highest occupied orbital energy: -0.43700 Eh
E_LUMO: -6.516 eV
Net charge: +2
E_tot: -4053.28828 Eh
F_max: 0.060 Eh/bohr

***

Formula: C4H13NO2
Source: the OMol25 dataset
Level of theory: the ωB97M-V functional and the def2-TZVPD basis

Structure (XYZ):
```
20
Properties=species:S:1:pos:R:3
C -1.0752 -1.1365 0.8324
C -0.5087 -0.1080 -0.1407
C -0.8452 1.2959 0.4083
C -0.4571 2.4466 -0.5284
O -0.7307 2.1451 -1.8980
N 0.8739 -0.3317 -0.4750
H -2.1548 -1.2593 0.7821
H -0.8898 -0.8753 1.8867
H -0.5517 -2.0899 0.7292
H -1.1436 -0.1576 -1.0368
H -1.9308 1.3095 0.4948
H -0.2312 1.4060 1.2971
H -0.9788 3.3715 -0.3079
H 0.6130 2.6655 -0.3905
H 0.0779 1.8480 -2.3340
H 1.2621 -1.1538 -0.0387
H 1.4808 0.4767 -0.3810
H 2.7674 -3.4376 1.0545
H 2.4162 -3.0142 -0.3818
O 2.0064 -3.4009 0.4277
```

Frontier orbital gap: 9.618 eV
Energy relative to the best compared isomer or geometry (same formula, charge and spin): 81.4 kJ/mol
Highest occupied orbital energy: -0.32769 Eh
E_LUMO: 0.701 eV
E_tot: -365.41149 Eh
F_max: 0.035 Eh/bohr